{"formula": "C38H46AsBrN3OPPtS", "method": "ωB97M-V with the def2-TZVPD basis set", "symbols": ["Pt", "S", "C", "C", "C", "C", "C", "C", "As", "C", "C", "C", "C", "C", "C", "C", "C", "C", "C", "C", "C", "H", "H", "H", "H", "H", "H", "H", "H", "H", "H", "H", "H", "H", "H", "C", "C", "C", "C", "C", "C", "C", "Br", "C", "O", "C", "C", "C", "C", "C", "C", "H", "H", "H", "H", "H", "H", "H", "H", "H", "H", "H", "H", "H", "H", "H", "H", "H", "H", "H", "H", "C", "N", "C", "N", "C", "N", "C", "P", "C", "C", "H", "H", "H", "H", "H", "H", "H", "H", "H", "H", "H", "H"], "coordinates": [[0.15477, -0.46045, 0.39163], [1.15750, -1.12086, 2.35343], [2.73544, -1.82556, 1.99796], [3.32520, -2.70573, 2.90101], [4.59440, -3.20510, 2.64756], [5.27913, -2.84228, 1.49506], [4.68854, -1.96505, 0.59563], [3.42496, -1.45154, 0.85382], [2.50492, -0.21778, -0.31615], [3.34047, 1.48264, 0.06508], [4.26490, 1.61811, 1.09304], [4.81255, 2.86443, 1.36782], [4.43802, 3.97034, 0.62026], [3.50707, 3.83658, -0.40152], [2.95153, 2.59662, -0.67685], [3.33056, -0.79461, -1.96792], [2.91385, -2.00185, -2.51879], [3.53200, -2.49197, -3.65770], [4.56772, -1.77871, -4.24809], [4.98489, -0.57775, -3.69559], [4.36841, -0.08307, -2.55254], [2.78800, -2.99974, 3.79383], [5.04499, -3.89405, 3.35063], [6.26197, -3.24592, 1.29187], [5.21428, -1.68363, -0.30895], [4.55866, 0.75677, 1.68015], [5.53124, 2.96914, 2.17029], [4.86646, 4.94021, 0.83775], [3.20581, 4.69974, -0.98076], [2.21445, 2.49662, -1.46555], [2.09956, -2.55484, -2.06309], [3.20262, -3.42903, -4.08728], [5.04652, -2.15956, -5.14072], [5.79143, -0.01963, -4.15315], [4.69562, 0.85650, -2.12550], [-0.31248, 5.32912, -5.26197], [-1.50526, 5.20290, -4.31343], [-2.78848, 5.11991, -5.15264], [-1.55573, 6.46363, -3.43966], [-1.40049, 3.96135, -3.43392], [-0.46609, 2.96752, -3.62857], [-0.42296, 1.86378, -2.78411], [0.88246, 0.55557, -3.21274], [-1.26923, 1.66335, -1.68875], [-1.16401, 0.72034, -0.78384], [-2.31814, 2.63988, -1.57303], [-2.32433, 3.74112, -2.40851], [-3.48591, 2.41663, -0.60819], [-4.47327, 3.58913, -0.56384], [-4.26249, 1.20856, -1.16012], [-3.01307, 2.20125, 0.83710], [-0.38279, 6.26608, -5.81750], [-0.28775, 4.51532, -5.98906], [0.63315, 5.32982, -4.71618], [-2.88639, 6.00050, -5.79267], [-3.67217, 5.06518, -4.51468], [-2.77663, 4.23152, -5.78641], [-1.60089, 7.35592, -4.06841], [-0.66799, 6.53265, -2.80816], [-2.43130, 6.47184, -2.78990], [0.25855, 3.01892, -4.42886], [-3.10280, 4.47691, -2.27266], [-4.91796, 3.79725, -1.53766], [-4.00452, 4.50202, -0.19066], [-5.28813, 3.33073, 0.11602], [-4.69750, 1.47610, -2.12522], [-5.08056, 0.91864, -0.49324], [-3.60573, 0.35668, -1.32192], [-2.55095, 3.11676, 1.21371], [-2.27364, 1.40781, 0.90578], [-3.86996, 1.97472, 1.48017], [-4.40057, -1.55750, 2.87346], [-3.18835, -1.60625, 3.68946], [-2.76806, -3.00029, 3.82546], [-2.59609, -3.69887, 2.55288], [-3.82858, -3.57965, 1.77674], [-4.25879, -2.20029, 1.56944], [-3.34114, -1.45426, 0.70389], [-1.65829, -1.37401, 1.43876], [-2.13088, -0.77308, 3.11491], [-1.45418, -3.17032, 1.80830], [-4.69460, -0.51604, 2.73038], [-5.19401, -2.07334, 3.41845], [-3.53455, -3.52614, 4.39867], [-1.82975, -3.03742, 4.38155], [-4.62203, -4.10263, 2.31470], [-3.68935, -4.06291, 0.80798], [-3.71669, -0.44206, 0.58018], [-3.29173, -1.91232, -0.28571], [-2.48549, 0.25649, 3.02515], [-1.25636, -0.77080, 3.76633], [-0.53246, -3.31309, 2.37154], [-1.35345, -3.70523, 0.86026]], "e_above_lowest_ev": 0.000, "homo_ev": -7.063, "largest_force_ev_per_a": 0.91, "energy_ha": -7383.8139, "multiplicity": 1, "e_lumo_ev": -0.005, "gap_ha": 0.2594}

***

{"formula": "C38H46BBrN6O2PbS3", "method": "ωB97M-V with the def2-TZVPD basis set", "symbols": ["Pb", "C", "C", "C", "C", "N", "N", "B", "N", "N", "C", "C", "C", "C", "C", "S", "C", "C", "C", "C", "N", "N", "C", "C", "C", "C", "C", "S", "C", "C", "C", "C", "C", "S", "C", "C", "C", "C", "H", "H", "H", "H", "H", "H", "H", "H", "H", "H", "H", "H", "H", "H", "H", "H", "H", "H", "H", "H", "H", "H", "H", "H", "H", "H", "H", "H", "H", "H", "H", "H", "H", "H", "H", "H", "H", "H", "H", "Br", "C", "C", "C", "C", "C", "C", "C", "C", "C", "C", "H", "H", "H", "H", "H", "H", "O", "C", "O", "H"], "coordinates": [[1.15161, 2.21789, -2.05369], [5.37352, 0.06396, 0.66275], [4.02786, -0.55364, 0.88381], [3.88353, -1.85346, 1.26342], [2.59822, -2.42345, 1.44313], [1.53108, -1.69168, 1.28539], [1.67088, -0.40937, 0.91360], [0.27137, 0.15417, 0.73532], [-0.58680, -0.69844, -0.21735], [-1.67559, -1.19610, 0.36524], [-2.46776, -1.97476, -0.33542], [-2.20503, -2.21567, -1.69885], [-1.07330, -1.72621, -2.29366], [-0.75528, -1.98017, -3.73408], [-0.21473, -0.94736, -1.48081], [1.32190, -0.41809, -2.07769], [-3.63433, -2.61139, 0.41345], [-4.60789, -3.30476, -0.54062], [-3.04140, -3.66023, 1.37187], [-4.38445, -1.53421, 1.21006], [-0.06621, 1.60613, 0.99167], [-0.43367, 0.74235, 1.96926], [-1.01749, 1.09880, 3.07593], [-1.34361, 2.48331, 3.15390], [-1.02060, 3.37551, 2.17941], [-1.39049, 4.81753, 2.27573], [-0.27973, 2.91495, 1.01238], [0.30570, 3.98605, -0.14059], [-1.24633, 0.13572, 4.21544], [-2.72336, 0.16558, 4.63292], [-0.36814, 0.62444, 5.38587], [-0.82907, -1.27545, 3.81968], [2.83683, 0.20230, 0.65386], [2.93199, 1.81173, 0.06953], [2.35833, -3.89045, 1.77244], [1.71386, -4.53970, 0.53509], [3.66205, -4.61548, 2.10721], [1.39124, -4.00192, 2.95910], [6.16507, -0.63576, 0.92208], [5.48771, 0.96990, 1.25878], [5.48739, 0.36064, -0.38146], [4.76640, -2.46157, 1.40804], [-2.90398, -2.79468, -2.28650], [-1.55862, -2.54079, -4.20759], [0.17328, -2.54510, -3.83282], [-0.61173, -1.03323, -4.25675], [-4.14184, -4.13759, -1.07233], [-5.02802, -2.60771, -1.27045], [-5.43614, -3.71411, 0.03822], [-2.55088, -4.46549, 0.81803], [-3.83979, -4.09931, 1.97233], [-2.31012, -3.21199, 2.04553], [-4.92738, -0.86236, 0.54154], [-3.68941, -0.93885, 1.80439], [-5.10415, -2.00618, 1.87970], [-1.88161, 2.83004, 4.02577], [-2.01100, 5.00916, 3.14727], [-1.92039, 5.12881, 1.37371], [-0.49013, 5.43414, 2.33325], [-3.03589, 1.15437, 4.97371], [-2.86690, -0.52757, 5.46231], [-3.37974, -0.14095, 3.81497], [-0.61248, 1.64599, 5.68369], [0.69366, 0.58217, 5.13006], [-0.53993, -0.02432, 6.24576], [-1.41382, -1.63084, 2.96952], [-0.98336, -1.95137, 4.66149], [0.22703, -1.31383, 3.54561], [2.39497, -4.52809, -0.31985], [0.79587, -4.01343, 0.26038], [1.46439, -5.57867, 0.75630], [4.34941, -4.64148, 1.25832], [3.43430, -5.64844, 2.37055], [4.17052, -4.16291, 2.96276], [0.41990, -3.56961, 2.71211], [1.78802, -3.49769, 3.84435], [1.24707, -5.05433, 3.20706], [3.60632, 2.13146, -3.85735], [2.80106, 3.31913, -5.09835], [3.46329, 3.53550, -6.26457], [2.93433, 4.43986, -7.20793], [1.76952, 5.09206, -6.94463], [1.06044, 4.87297, -5.73815], [-0.14904, 5.56298, -5.47759], [-0.84678, 5.38083, -4.32194], [-0.37194, 4.46272, -3.35333], [0.78478, 3.81372, -3.62060], [1.57878, 3.95334, -4.77245], [4.39419, 3.02236, -6.46493], [3.46805, 4.61542, -8.13244], [1.36128, 5.79978, -7.65590], [-0.51628, 6.24893, -6.23172], [-1.76843, 5.91494, -4.12772], [-0.94646, 4.29527, -2.44965], [-0.72627, 1.36325, -3.65273], [-1.54966, 1.46413, -2.73417], [-1.22435, 1.77779, -1.54082], [-2.61518, 1.27814, -2.93753]], "homo_ev": -12.976, "largest_force_ev_per_a": 1.07, "energy_ha": -5940.4780, "multiplicity": 1, "e_lumo_ev": -7.049, "gap_ha": 0.2178, "charge": 2}

***

{"formula": "C38H46BaClF6Ge3N2O4S2", "method": "ωB97M-V with the def2-TZVPD basis set", "symbols": ["Ba", "C", "C", "C", "C", "C", "H", "H", "H", "H", "H", "C", "C", "C", "N", "C", "C", "H", "H", "H", "H", "H", "C", "Ge", "C", "C", "C", "H", "H", "H", "H", "H", "H", "H", "H", "H", "H", "H", "Cl", "C", "C", "C", "C", "C", "C", "C", "H", "H", "H", "H", "H", "H", "F", "C", "F", "F", "S", "O", "O", "N", "S", "O", "O", "C", "F", "F", "F", "C", "Ge", "C", "C", "Ge", "C", "C", "C", "C", "C", "C", "C", "C", "C", "C", "C", "C", "H", "H", "H", "H", "H", "H", "H", "H", "H", "H", "H", "H", "H", "H", "H", "H", "H", "H", "H"], "coordinates": [[0.25506, 0.05542, 1.61290], [1.48732, -2.07156, 3.87579], [1.54053, -2.37732, 2.50032], [0.34350, -3.04348, 2.15117], [-0.43914, -3.14867, 3.31617], [0.26596, -2.55956, 4.37186], [2.25447, -1.56310, 4.44490], [2.37667, -2.19083, 1.83035], [0.10091, -3.45861, 1.18326], [-1.42069, -3.59852, 3.37692], [-0.08407, -2.46448, 5.39073], [-2.88879, 3.20549, -1.78594], [-3.08416, 1.84040, -1.80264], [-2.26520, 1.04031, -1.01611], [-1.30158, 1.53610, -0.23835], [-1.12986, 2.86285, -0.21998], [-1.88775, 3.73288, -0.97546], [-3.50815, 3.85740, -2.38927], [-3.85545, 1.38439, -2.40697], [-2.36977, -0.03770, -1.03132], [-0.35812, 3.24727, 0.43987], [-1.70091, 4.79645, -0.92037], [0.65756, -3.57813, -1.60045], [-1.26284, -3.42118, -1.75983], [-0.16643, -0.19679, -3.52992], [-1.98496, -3.93655, -3.49776], [-2.35125, -2.69914, -0.56778], [1.11624, -3.16349, -2.49901], [0.96762, -4.61616, -1.47806], [1.00283, -3.00496, -0.73826], [-0.33719, -1.19222, -3.94128], [-0.27496, -0.24200, -2.44631], [-0.92550, 0.47348, -3.94050], [-1.49693, -3.36491, -4.28586], [-3.05590, -3.74299, -3.52299], [-1.80920, -4.99489, -3.69588], [-2.04068, -2.48230, 0.44692], [-3.41586, -2.67164, -0.76183], [-10.18141, 0.04380, 0.71790], [-8.41534, 0.02304, 0.86499], [-7.75980, 1.07923, 1.49260], [-6.38843, 1.07404, 1.60701], [-5.58341, -0.00314, 1.08961], [-4.20213, -0.00456, 1.17818], [-6.31861, -1.07042, 0.45901], [-7.69119, -1.04885, 0.35319], [-8.34245, 1.90290, 1.88972], [-5.88879, 1.90025, 2.09932], [-3.62628, -0.81083, 0.74199], [-3.67356, 0.82532, 1.63010], [-5.76427, -1.91298, 0.06080], [-8.22035, -1.86479, -0.12661], [-0.91456, 0.21046, 5.88329], [-1.64352, 0.52267, 4.81834], [-1.67370, -0.50549, 3.97161], [-2.88187, 0.78537, 5.21226], [-0.94523, 1.97045, 3.93720], [0.49593, 1.75364, 3.82869], [-1.63646, 1.94780, 2.66855], [-1.37355, 3.07824, 4.94324], [-0.75382, 4.54625, 4.90741], [-0.27150, 4.93131, 3.61464], [-1.60201, 5.42700, 5.64431], [0.79033, 4.39855, 5.96897], [0.81463, 5.38715, 6.87063], [1.88622, 4.49857, 5.21848], [0.83250, 3.24108, 6.62683], [5.18547, -1.08393, 1.06846], [4.52727, -1.62751, -0.72508], [4.21885, -3.57206, -0.56851], [6.11312, -1.47225, -1.91160], [2.51299, -0.37275, -1.25751], [2.27452, -0.60939, -3.21042], [2.89325, -1.60253, -3.91981], [2.73587, -1.78377, -5.31310], [2.03547, -0.78245, -6.03433], [1.40492, 0.23451, -5.40410], [1.25321, 0.25680, -3.91162], [3.20694, 1.52556, -1.13880], [2.26897, 2.55652, -1.26614], [2.61904, 3.89778, -1.17936], [3.93829, 4.25326, -0.93683], [4.89035, 3.25237, -0.79383], [4.52784, 1.91565, -0.90112], [5.41872, -1.96294, 1.67181], [4.44462, -0.49052, 1.60731], [6.09009, -0.47979, 0.97287], [5.06916, -4.04730, -0.07410], [4.09146, -4.02319, -1.55522], [3.32266, -3.77609, 0.01932], [7.02298, -1.73152, -1.36485], [6.21195, -0.45790, -2.30059], [6.01607, -2.14456, -2.76617], [3.56724, -2.27509, -3.39554], [3.26789, -2.57095, -5.82998], [2.04029, -0.80217, -7.12029], [0.91630, 1.01253, -5.98202], [1.35796, 1.29181, -3.55728], [1.22958, 2.29754, -1.44415], [1.86043, 4.66455, -1.29231], [4.22032, 5.29593, -0.85494], [5.92462, 3.51414, -0.59931], [5.30054, 1.16245, -0.79219]], "e_above_lowest_ev": 3.324, "homo_ev": [-0.414, -0.414], "largest_force_ev_per_a": 0.90, "s2": 0.79, "energy_ha": -9998.0122, "multiplicity": 2, "e_lumo_ev": [3.816, 3.382], "gap_ha": [0.1554, 0.1395], "charge": -2}